C60H100O35 | ωB97M-V/def2-TZVPD

The geometry in XYZ format:
```
195
Properties=species:S:1:pos:R:3:forces:R:3:mulliken_charge:R:1
C -1.44182 -0.26261 4.71261 -0.14 -0.18 -0.28 1.90
C -2.49123 0.74082 4.14108 1.75 0.25 -0.57 0.99
C -2.59965 1.84199 5.20528 1.67 -1.86 0.24 -0.74
O -1.65204 1.46044 6.24146 -0.11 1.22 0.06 -0.54
C -1.38469 0.09275 6.18605 0.63 -0.78 0.86 -0.63
H -0.48498 -0.08528 4.21138 -0.01 -0.15 0.20 -1.29
H -1.75204 -1.30506 4.56160 0.18 0.25 -0.05 -0.32
H -3.40763 0.26339 3.88159 -0.76 -0.22 0.01 0.28
H -2.03841 1.15055 3.20821 -0.65 -0.21 0.55 -1.02
H -3.55521 1.89083 5.65065 -1.24 0.34 0.31 0.28
H -2.23655 2.76730 4.82035 -0.18 0.91 -0.11 0.36
H -2.13387 -0.48489 6.74101 -0.36 0.03 -0.05 0.36
H -0.43533 -0.11148 6.78028 -0.80 0.37 -1.16 0.30
C -0.94841 -4.15157 4.24165 -0.87 1.51 -2.22 -0.51
C 0.33370 -3.31273 4.27702 0.28 -1.08 0.40 0.80
C 1.37652 -4.33951 3.84811 2.92 0.40 1.17 -0.56
O 0.79370 -5.25389 2.98029 -0.55 -0.20 0.12 -0.43
C -0.60766 -5.11816 3.12502 -1.61 -1.73 -1.59 0.99
H -1.86219 -3.57533 3.91013 0.92 -0.37 0.41 -0.08
H -1.23920 -4.63785 5.14169 0.30 -0.38 0.91 0.50
H 0.52035 -2.97285 5.27829 0.27 0.49 0.38 0.63
H 0.41302 -2.50846 3.56929 -0.59 0.55 -0.21 -0.93
H 1.87933 -4.83935 4.73653 -0.87 0.16 -0.67 0.24
H 2.24922 -3.89619 3.31714 -0.60 0.09 0.25 0.10
H -1.05772 -6.12821 3.31461 0.38 0.63 -0.12 0.42
H -1.00265 -4.80792 2.11345 0.25 0.01 1.14 -1.05
C -2.56786 -5.85098 0.27245 2.08 -0.34 1.06 0.93
C -3.65676 -5.72982 -0.73611 -0.34 -0.09 -1.58 -0.05
C -3.05075 -6.59436 -1.95923 -1.08 1.68 0.26 -0.49
O -1.70392 -6.76813 -1.65590 0.68 -0.52 -0.98 -0.41
C -1.63255 -6.95801 -0.28774 0.06 1.02 1.22 -0.72
H -2.72759 -6.03603 1.33813 -0.80 0.00 -0.29 0.66
H -2.02502 -4.91938 0.23994 0.40 0.37 0.11 -1.15
H -3.76440 -4.65314 -0.98964 -0.10 -0.75 -0.11 -0.25
H -4.63902 -6.08645 -0.44018 0.00 -0.18 0.09 0.33
H -3.09238 -6.05220 -2.91013 -0.12 -0.11 0.10 0.35
H -3.59071 -7.53181 -2.08539 0.02 -0.27 0.18 0.26
H -0.58161 -6.97684 0.04927 -0.41 0.45 -0.17 0.24
H -2.04716 -7.88862 0.02997 -0.44 -1.21 -0.02 0.33
C -6.64718 3.72522 2.33391 0.53 0.67 -0.37 -1.01
C -5.35181 3.90701 1.47017 -0.06 -0.31 -0.31 0.04
C -4.20884 3.30436 2.34708 -1.24 0.76 0.98 -0.02
O -4.91984 2.26386 3.05875 0.43 -0.52 -0.73 -0.07
C -6.19762 2.76937 3.41583 0.63 0.61 0.26 -0.56
H -7.43994 3.31986 1.75503 -0.63 -0.53 -0.76 0.33
H -7.09031 4.65030 2.75513 0.70 -0.31 -0.17 0.30
H -5.25797 4.92442 1.07718 0.38 -0.06 0.45 0.53
H -5.40509 3.27103 0.56620 -0.14 0.21 0.46 -0.13
H -3.83918 3.99684 3.14161 -0.15 -0.03 -0.69 0.29
H -3.34079 2.90818 1.80802 -0.44 -0.21 0.03 -0.33
H -6.06964 3.35902 4.30295 0.02 0.22 0.93 0.43
H -6.87863 1.96384 3.64702 -0.07 -0.38 -0.13 0.41
C 3.79900 -0.15859 5.03189 1.01 -0.12 1.40 -0.89
C 4.33914 0.55714 3.76717 1.26 -0.66 1.20 -0.02
C 3.11580 0.75171 2.93606 -0.76 -0.12 -0.96 1.25
O 1.95952 0.71265 3.80884 0.12 -0.08 -0.79 0.36
C 2.38223 0.36972 5.09385 -0.06 -0.85 1.50 -0.31
H 4.40225 0.07697 5.97938 -0.90 0.12 -1.33 0.33
H 3.79080 -1.26085 5.08344 0.17 0.30 -0.97 0.27
H 5.12188 -0.02952 3.30221 -0.28 -0.20 -0.21 0.03
H 4.87849 1.48764 4.03685 -0.76 -0.19 -0.02 0.32
H 2.94585 -0.01262 2.17172 0.38 -0.32 0.22 -1.00
H 3.12990 1.68555 2.38389 -0.07 0.51 0.12 -0.32
H 1.70289 -0.37220 5.58954 0.25 0.71 -0.61 -0.16
H 2.43005 1.25912 5.68657 -0.41 0.78 0.69 0.38
C 2.15710 -5.40365 -2.06005 -0.99 0.06 -0.92 -0.99
C 2.24393 -5.25133 -0.56854 0.69 0.60 0.24 1.02
C 3.62352 -5.57119 0.07419 0.50 1.77 1.00 -0.50
O 3.92696 -4.31936 0.88328 -0.76 -0.61 -1.58 -0.43
C 3.00827 -3.39084 0.57074 -0.41 0.89 1.25 -0.16
O 2.94908 -2.27530 1.05423 0.48 -0.96 -0.59 -0.32
O 2.03384 -3.84561 -0.22346 0.42 -0.77 -0.32 0.47
H 1.07066 -5.27397 -2.35199 1.19 -0.04 0.19 0.12
H 2.42638 -6.43399 -2.34885 0.05 0.40 0.06 0.47
H 2.77312 -4.66177 -2.60969 -0.24 -0.56 0.44 -0.03
H 1.42167 -5.78182 -0.12749 -0.20 -0.38 0.56 -0.34
H 4.42101 -5.69486 -0.66273 -0.17 0.22 0.01 0.27
H 3.73436 -6.32122 0.85407 -0.66 -0.39 -0.38 0.32
C -5.89603 0.50664 0.25814 -0.49 -1.32 -0.95 -1.76
C -5.13009 -0.36313 1.20605 1.22 1.35 0.14 2.56
C -5.87576 -0.75652 2.43010 -0.72 -0.61 -0.17 -0.60
O -5.19134 -1.94175 2.84850 0.07 0.57 -0.02 -0.37
C -4.68787 -2.45962 1.71563 -0.77 1.04 -0.03 0.35
O -4.22809 -3.51965 1.63346 1.55 -3.23 -0.02 -0.43
O -4.81411 -1.64577 0.65618 -0.17 0.46 -0.10 -0.36
H -5.18030 0.95489 -0.40930 -0.04 0.46 -0.44 0.16
H -6.52902 1.22823 0.73953 0.08 0.52 0.46 0.21
H -6.59821 -0.13361 -0.31926 0.47 0.29 0.16 0.55
H -4.12732 0.11347 1.43802 -1.14 -0.34 0.09 -0.88
H -6.89560 -1.08204 2.16654 0.08 0.39 0.09 0.46
H -5.88130 0.00029 3.17503 0.11 0.39 0.77 0.08
C 4.37617 0.77058 -0.54277 -1.38 0.74 0.44 0.20
C 5.51185 -0.06508 -0.18593 0.65 -2.33 -1.79 0.37
C 6.82260 0.41052 -0.77632 -0.24 0.08 -0.10 -0.21
O 7.76016 0.05248 0.25548 -0.45 -0.39 0.12 -0.45
C 7.04300 -0.19000 1.42368 0.72 0.88 -1.80 0.41
O 7.53881 -0.38841 2.46997 0.43 -0.35 0.99 -0.53
O 5.74024 -0.07160 1.17727 -0.04 -0.16 1.53 -0.03
H 4.30017 0.70172 -1.61827 -0.18 0.63 -0.44 0.22
H 4.59721 1.77214 -0.13119 -0.32 -0.06 -0.67 0.58
H 3.40363 0.44531 -0.12655 0.85 -0.14 -0.11 -1.18
H 5.42556 -1.12201 -0.53735 -0.50 0.51 0.39 -0.16
H 6.78966 1.47376 -0.90889 0.30 0.89 0.20 0.24
H 6.99276 0.00626 -1.79063 0.42 -0.37 0.82 0.32
C -3.06637 -1.57335 -2.41506 -0.23 -1.57 -1.16 -0.60
C -2.25004 -2.48726 -3.31845 1.00 0.47 0.31 0.78
C -2.09575 -1.84019 -4.68545 -1.56 1.46 0.29 -0.79
O -0.85656 -1.12934 -4.66027 0.02 -0.76 -0.22 -0.20
C -0.12786 -1.64487 -3.67001 1.44 -0.37 0.80 -0.19
O 1.04447 -1.42329 -3.49343 -0.92 0.06 -0.10 -0.04
O -0.85770 -2.46809 -2.89206 0.04 -0.26 0.14 0.04
H -2.71966 -0.59793 -2.63833 -0.19 1.33 -0.11 0.30
H -2.88217 -1.75012 -1.38817 -0.09 -0.45 1.08 -0.44
H -4.11685 -1.77624 -2.68650 0.26 0.61 0.37 0.40
H -2.60417 -3.52168 -3.34920 0.24 0.16 0.07 0.13
H -2.82386 -1.01834 -4.69781 -0.25 -0.55 -0.77 0.36
H -2.20165 -2.52434 -5.50613 0.33 -0.10 -0.57 0.27
C -3.56359 4.51770 -1.65879 -0.04 0.73 0.61 -1.37
C -2.70608 4.51161 -2.88003 1.60 -0.15 -0.13 1.22
C -3.00114 5.61662 -3.86688 -0.46 0.06 -0.42 -0.61
O -2.16096 6.70408 -3.48397 0.93 -0.73 0.49 -0.40
C -1.12524 6.17491 -2.77705 0.53 -0.90 0.12 0.29
O -0.17580 6.76518 -2.36865 -0.32 0.24 -0.23 -0.52
O -1.26485 4.80515 -2.60179 -1.75 1.27 -0.22 0.16
H -3.39949 5.40490 -1.03894 0.03 0.16 -0.24 0.30
H -3.41544 3.68106 -0.99879 0.18 -0.58 -0.03 0.09
H -4.59489 4.55046 -1.99070 -0.32 -0.15 0.04 0.44
H -2.67718 3.53181 -3.33816 -0.25 -0.09 -0.04 -0.20
H -3.99807 5.99736 -3.81302 -0.78 0.05 0.16 0.38
H -2.84097 5.31016 -4.90142 0.44 0.12 -0.02 0.27
C 2.98727 -2.30842 -6.31747 1.18 -0.47 0.29 -1.14
C 4.24307 -2.20501 -5.38807 -0.92 -0.74 -1.79 0.42
C 4.37009 -0.91303 -4.66323 -0.33 1.52 0.07 0.01
O 4.89129 -1.28877 -3.40559 1.36 0.51 0.89 -0.09
C 4.74120 -2.58086 -3.22673 -0.29 -2.48 1.78 0.49
O 4.87602 -3.18399 -2.16807 -0.05 1.29 -1.86 -0.56
O 4.36009 -3.19933 -4.37321 -0.09 0.27 0.49 -0.39
H 3.21120 -2.95537 -7.17342 -0.04 -0.15 0.33 0.43
H 2.99756 -1.31419 -6.74120 -0.88 0.41 -0.19 0.36
H 2.02369 -2.63433 -5.87877 0.73 0.62 0.10 0.07
H 5.10860 -2.28358 -6.04788 0.11 -0.33 0.02 0.27
H 3.46928 -0.41654 -4.36350 -1.05 0.14 -0.57 -0.25
H 4.97230 -0.16194 -5.20753 0.11 -0.50 0.59 0.44
C 0.14959 3.16172 2.97913 -0.86 1.13 0.92 0.47
C 0.71060 4.50375 3.53252 1.34 -1.48 -1.23 0.35
C 1.87870 4.28485 4.51249 0.19 1.03 0.11 -0.44
O 3.07823 4.18905 3.70717 -1.16 0.25 -1.04 -0.36
C 2.78624 4.80833 2.51194 -0.21 -0.06 0.95 0.64
O 3.58877 5.08900 1.67817 -0.15 -0.25 -0.01 -0.56
O 1.46400 5.09744 2.44032 0.08 0.65 -0.28 -0.35
H 0.89895 2.42099 2.70486 0.15 0.37 -0.09 -0.58
H -0.58560 3.34907 2.16088 0.57 -0.18 0.61 0.09
H -0.34923 2.76438 3.86717 -0.34 -0.46 -0.30 -0.32
H -0.09179 5.18327 3.88207 0.70 -0.28 -0.27 0.47
H 1.78576 3.43000 5.13514 -0.07 -0.93 0.31 0.04
H 2.05415 5.15240 5.14515 -0.32 0.15 0.16 0.39
C -0.49205 -1.81743 0.92869 0.62 1.25 -1.46 0.09
C 0.00523 -0.35599 1.04903 0.40 -2.29 1.10 1.70
C 0.82216 0.11773 -0.10320 0.87 -1.24 -1.19 1.75
O -0.17514 0.70897 -0.97058 1.19 -0.33 0.22 -0.33
C -1.26674 0.90375 -0.25028 -0.40 0.77 -0.49 -0.78
O -2.23097 1.41664 -0.74971 -0.63 -0.01 0.75 -0.15
O -1.10452 0.50669 1.02643 -1.46 0.94 -0.64 0.29
H 0.27254 -2.51604 0.66131 0.89 -0.21 0.23 -0.36
H -1.15126 -1.88508 0.07964 -0.58 0.16 -0.47 -0.44
H -1.01737 -2.16966 1.75992 -0.80 -0.31 1.53 0.17
H 0.51073 -0.19883 1.99137 0.20 0.00 0.28 -1.01
H 1.31612 -0.71223 -0.65871 -0.39 0.57 0.38 0.02
H 1.59945 0.80269 0.21845 -0.29 0.63 -0.26 -1.05
C 1.58947 4.06957 -1.51038 0.85 -0.66 1.04 -0.59
C 2.51414 4.82993 -2.40752 0.04 -0.02 -0.75 0.54
C 3.91408 5.10506 -1.89668 0.21 2.08 1.85 -0.45
O 4.69996 4.00230 -2.28559 -0.16 -0.78 -0.53 -0.36
C 4.09331 3.46169 -3.35735 0.69 -1.44 -0.94 0.70
O 4.57518 2.57856 -4.05229 -0.97 1.47 1.15 -0.61
O 2.88490 4.02152 -3.54659 -0.03 -0.67 -0.90 -0.27
H 2.05295 3.19418 -1.03923 0.37 -0.03 -0.30 -0.09
H 0.67702 3.71444 -1.95229 -0.33 0.29 -0.38 -0.04
H 1.40968 4.72094 -0.67506 -0.63 0.42 0.43 0.49
H 1.98887 5.72326 -2.78398 0.46 -0.31 0.12 0.32
H 3.95982 5.22407 -0.78233 0.01 -0.14 -1.00 0.14
H 4.35580 6.00523 -2.38642 -0.43 -0.47 0.41 0.27
C -1.06675 2.14524 -5.11354 -0.01 0.01 1.91 -0.58
C 0.26232 2.68296 -5.60925 -0.60 0.14 -0.36 0.70
C 1.34441 1.62105 -5.53380 1.59 1.78 -1.42 0.87
O 1.30966 1.01473 -6.87704 -0.56 -0.17 1.28 -0.29
C 0.52283 1.76522 -7.64905 0.52 2.07 -0.60 0.53
O 0.30352 1.64709 -8.80775 -0.11 -1.06 -0.44 -0.59
O 0.13583 2.91137 -7.00580 -0.03 -0.68 -0.28 -0.46
H -1.69113 3.00099 -4.85743 -0.19 -0.27 -0.17 -0.17
H -0.95319 1.50083 -4.20145 0.04 0.82 -0.49 -0.11
H -1.58045 1.51160 -5.80738 -0.13 -0.21 -0.78 0.57
H 0.44796 3.68507 -5.21046 0.49 -0.54 0.46 0.15
H 1.09049 0.95968 -4.77266 -0.12 -1.72 0.97 -0.47
H 2.37042 2.02426 -5.38569 -0.68 -0.25 -0.08 -0.24
```
Forces are in eV/Å.

Frontier orbital gap in eV: 9.404
Highest occupied orbital energy in eV: -9.3